# 1
30
Properties=species:S:1:pos:R:3:forces:R:3 method="wB97M-V/def2-TZVPD" homo_lumo_gap_ev=10.5183 smiles="O=C1OCCO1.O=C1OCCO1.O=C1OCCO1" total_charge=0 e_above_lowest_kcal_mol=37.3
O 0.073966 3.896903 -3.796416 1.7 -2.6 -1.5
C 0.403004 2.751211 -4.131889 0.6 5.0 -1.0
O -0.215053 1.746455 -3.714425 -2.6 -4.1 2.6
C 0.339628 0.491912 -4.122180 0.3 -0.4 0.2
C 1.652253 0.942301 -4.730700 1.0 1.2 -0.7
O 1.351654 2.326376 -5.031677 0.2 1.1 -0.1
H 0.467605 -0.176599 -3.270815 -0.1 0.3 0.2
H -0.371540 0.016330 -4.797577 0.2 0.2 -0.3
H 2.076393 0.446666 -5.603942 -1.0 -0.1 -0.4
H 2.566884 1.044643 -4.146681 -0.5 -0.6 1.1
O 0.790570 -0.258127 -0.413844 0.9 -0.7 0.1
C 1.318965 -0.789529 0.519759 -2.7 0.3 -0.1
O 0.892364 -1.957617 1.071192 -0.2 -1.0 0.2
C 1.509064 -2.112852 2.344598 0.8 -0.3 1.3
C 2.642293 -1.101024 2.251927 0.7 -3.2 2.1
O 2.163752 -0.233226 1.349995 1.0 3.6 -1.4
H 0.926562 -1.935949 3.248748 -1.2 0.8 -0.6
H 1.863717 -3.103534 2.628988 0.1 -0.4 -1.2
H 3.502806 -1.652843 1.873599 0.5 0.4 0.0
H 2.836280 -0.712047 3.251511 0.2 0.6 -0.4
O -5.221960 0.222107 1.949663 -1.5 -0.3 -0.7
C -4.061594 0.167465 2.160013 -2.6 1.1 -0.1
O -3.583297 0.509492 3.331557 1.7 -0.4 2.1
C -2.287816 -0.080758 3.424010 1.5 1.4 -0.5
C -1.879924 -0.043714 1.887873 0.0 -0.2 1.3
O -3.152547 -0.088428 1.275368 1.3 -1.3 -1.6
H -1.604115 0.558676 3.982379 -0.2 0.5 -0.1
H -2.279479 -0.959021 4.069521 -0.4 -0.8 -0.9
H -1.238662 -0.848030 1.527357 -0.2 0.0 0.1
H -1.481772 0.932762 1.612086 0.5 -0.1 0.3



# 2
30
Properties=species:S:1:pos:R:3:forces:R:3 method="wB97M-V/def2-TZVPD" multiplicity=2 homo_lumo_gap_ev="11.1339 / 3.4383" total_charge=+1 e_above_lowest_kcal_mol=0.0 s2=0.757
C -0.624435 1.698642 0.790979 2.6 1.2 1.2
C 0.723955 2.275612 0.248709 -2.9 -1.2 -0.1
O 0.358645 3.468592 -0.350551 1.3 0.0 0.0
C -0.855135 3.883352 0.163259 -3.5 3.7 -0.4
O -1.365515 4.987262 -0.032221 2.5 -3.8 0.6
O -1.380175 2.882572 0.856559 -1.1 -0.4 -0.3
H -0.481745 1.274602 1.784919 -0.1 0.1 0.3
H -0.997415 0.871182 0.187399 -0.6 0.3 -0.6
H 0.947345 1.527542 -0.511941 1.2 -0.1 -0.9
H 1.553595 2.428002 0.939049 0.6 -0.1 0.1
C -3.965685 -0.439438 -2.135901 -0.2 -1.1 -1.5
C -3.701285 -1.609378 -3.179091 -0.5 0.9 2.1
O -2.258605 -1.723568 -3.096521 0.6 1.6 0.0
C -1.724485 -0.509168 -2.599681 1.4 -2.3 0.2
O -0.535855 -0.265688 -2.394301 -2.8 -0.5 -0.8
O -2.724415 0.259812 -2.242131 -0.4 1.7 0.9
H -4.158105 -0.777088 -1.117541 0.6 -0.2 0.0
H -4.818725 0.196122 -2.373591 0.4 0.2 -0.4
H -4.116575 -1.400688 -4.165031 0.6 0.1 -0.1
H -4.191115 -2.497598 -2.780061 0.5 -0.2 -0.2
C 4.094665 -2.242968 2.613919 0.0 0.0 -0.3
C 3.583255 -1.853768 1.210359 1.1 -0.8 0.7
O 2.486685 -0.986808 1.509249 -0.4 0.2 -0.7
C 2.473005 -0.665338 2.828439 -1.1 -0.1 0.0
O 1.616615 0.002962 3.361929 1.0 -0.3 -1.0
O 3.482005 -1.260788 3.420389 0.2 0.5 1.7
H 5.168565 -2.172058 2.786559 -0.1 -0.1 -0.3
H 3.731945 -3.218988 2.936289 0.0 0.0 0.0
H 3.300005 -2.769348 0.691139 -0.5 0.4 -0.2
H 4.378985 -1.363588 0.649419 -0.4 0.4 -0.1



# 3
27
Properties=species:S:1:pos:R:3:forces:R:3 method="wB97M-V/def2-TZVPD" homo_lumo_gap_ev=8.6550 total_charge=0 e_above_lowest_kcal_mol=0.0
O -1.010996 -0.491499 -2.879408 0.0 0.3 0.4
C -2.199501 -0.472996 -2.271051 -0.5 -1.0 0.3
C -2.653626 -1.359365 -1.365478 2.0 1.0 -1.1
C -1.869466 -2.315092 -0.672110 0.8 -1.0 1.8
C -0.563045 -2.374680 -0.411713 -1.2 -1.4 0.1
O 0.340934 -1.683980 -1.061797 1.7 0.9 -1.0
Cl 0.146771 -3.630763 0.598813 -0.3 0.2 0.0
H -0.436182 -0.964084 -2.231722 0.4 -0.2 -0.8
H -2.850772 0.297950 -2.565570 -0.7 0.9 -0.7
H -3.608178 -1.263689 -0.989171 -2.0 0.4 0.4
H -2.401342 -2.962895 -0.013993 -0.6 -0.6 0.1
H 0.670518 -0.910174 -0.578599 0.3 0.5 0.4
C 2.587436 1.377579 1.492880 1.1 -0.7 -2.6
C 1.101220 1.121202 1.254773 1.1 -1.6 -0.8
C 0.573461 -0.119111 2.063113 0.4 1.4 -1.8
O 0.324028 2.265470 1.339329 -0.4 0.5 1.0
C -0.015890 2.639950 0.070879 -0.1 -0.9 -0.4
C 0.342846 1.728086 -0.810955 0.7 1.2 -1.6
O 1.064976 0.776307 -0.180434 0.2 -1.8 0.5
H 2.821543 1.725582 2.435567 0.3 0.8 2.1
H 3.083802 2.048227 0.727422 -1.2 -0.3 0.8
H 3.185253 0.454342 1.326420 -0.7 0.2 0.3
H -0.516855 -0.246373 1.927069 0.7 -0.1 0.0
H 0.843066 0.060412 3.071366 0.0 0.0 1.2
H 1.193501 -0.944310 1.684379 -0.6 -0.1 0.2
H -0.596541 3.489571 -0.041258 -0.8 1.5 -0.1
H 0.443039 1.754333 -1.918751 -0.6 -0.1 1.2



# 4
30
Properties=species:S:1:pos:R:3:forces:R:3 method="wB97M-V/def2-TZVPD" multiplicity=5 homo_lumo_gap_ev="6.8704 / 5.2539" total_charge=0 s2=6.021
Co 0.238400 0.022800 0.082200 1.0 1.7 0.5
Se -0.499200 2.505200 -0.308800 0.3 -0.1 0.0
Se 0.761500 3.168500 -2.046300 0.4 -0.4 -0.1
Te 2.689400 1.493700 -2.398700 -0.5 0.4 0.1
Se 2.612700 -0.007100 -0.469400 0.0 0.0 0.0
I 0.401400 -2.755800 1.631400 0.0 0.2 0.4
C 0.267500 -1.017600 2.819800 0.0 -0.5 -0.4
C 0.042200 -1.124400 4.177200 0.0 0.1 0.2
C -0.035600 0.044700 4.916800 0.1 0.1 -0.3
C 0.154800 1.257000 4.266300 0.0 -0.2 0.1
C 0.383200 1.254200 2.905000 0.0 0.3 0.0
N 0.410900 0.135900 2.174700 -0.2 -0.4 0.3
H -0.079100 -2.092900 4.632000 0.0 -0.1 0.0
H -0.236800 0.005500 5.976300 0.0 0.0 0.1
H 0.117600 2.190900 4.804700 0.0 0.1 0.0
H 0.545700 2.180100 2.368700 -0.1 0.0 -0.1
C -2.127900 -0.133900 -2.861800 0.0 -0.1 0.4
C -2.196200 -0.865100 -1.507300 -0.6 0.2 -0.2
C -3.280900 -0.233300 -0.612700 0.4 -0.1 -0.3
C -2.512700 -2.353600 -1.744300 0.2 0.4 0.1
O -0.972800 -0.756400 -0.880400 -0.5 -1.4 -0.6
H -3.108300 -0.086300 -3.325900 -0.2 0.0 -0.2
H -1.441900 -0.658700 -3.523400 0.1 0.0 -0.1
H -1.764300 0.884000 -2.717000 0.0 0.0 0.0
H -4.229500 -0.163000 -1.135700 -0.2 0.0 0.0
H -2.957500 0.767800 -0.323600 -0.1 0.0 0.0
H -3.409100 -0.834500 0.285900 0.0 0.0 0.1
H -3.466000 -2.474900 -2.254400 -0.1 0.0 0.0
H -2.544300 -2.877600 -0.790900 -0.1 -0.1 0.1
H -1.726100 -2.796800 -2.350400 0.1 0.0 -0.1



# 5
25
Properties=species:S:1:pos:R:3:forces:R:3 method="wB97M-V/def2-TZVPD" multiplicity=3 homo_lumo_gap_ev="7.9790 / 8.5572" total_charge=0 s2=2.019
C -2.526762 -1.694764 -2.013405 0.6 -1.2 -2.9
C 0.667807 -1.847400 -1.201690 3.2 0.6 1.3
C 0.329214 -0.702016 -2.201141 -1.0 -1.8 -1.7
C -0.021506 -0.629790 -0.819359 -0.8 -1.0 0.7
C 1.202529 0.890832 0.575246 2.9 1.6 1.9
C -0.375510 -0.736297 1.575728 0.1 -2.7 -1.7
C -1.158214 1.332552 0.294335 -1.8 -0.5 1.3
C -2.982728 -1.218004 -0.804786 -1.5 1.1 0.2
C -0.113134 0.165663 0.426457 -0.7 2.0 -1.2
N -2.150642 -2.139674 -3.032493 -1.0 0.7 1.9
F -3.825976 -0.129736 -0.852976 1.0 -2.1 0.6
F -3.174712 -2.137247 0.123120 -0.4 1.0 0.2
H 0.505195 -2.939903 -1.150586 -1.0 0.8 -0.5
H 1.778465 -1.737976 -0.807270 -1.7 -0.2 -0.9
H 1.178240 -0.270641 -2.682639 0.5 0.7 -0.1
H -0.498468 -0.991443 -2.926668 1.6 0.9 0.9
H 2.018105 0.216953 1.092899 -1.4 1.2 -1.4
H 1.201410 1.870168 1.257745 -0.5 -2.1 -1.1
H 1.537213 1.312524 -0.402418 0.1 -0.7 0.6
H -0.019461 -1.785393 1.374062 -0.5 0.9 -0.2
H 0.180073 -0.509331 2.385029 1.8 1.3 2.9
H -1.369396 -0.801636 1.892899 -1.7 0.0 0.2
H -0.838087 2.147562 -0.322710 0.4 0.2 -0.7
H -1.374865 1.824840 1.274883 0.7 -0.5 -0.3
H -2.207718 1.051999 0.003824 1.3 0.0 -0.1



# 6
28
Properties=species:S:1:pos:R:3:forces:R:3 method="wB97M-V/def2-TZVPD" homo_lumo_gap_ev=10.5758 smiles=CCCC[C@@](F)([n+]1cc[nH]c1)C(F)(F)F total_charge=+1 e_above_lowest_kcal_mol=17.0
C -3.351743 -0.248760 -1.789680 0.7 -0.5 2.4
C -2.434983 0.822888 -1.147260 -0.1 -0.4 -0.1
C -1.350053 0.243935 -0.165748 -2.0 4.0 0.2
C -0.434606 1.285075 0.623302 0.0 -1.4 -2.9
C 0.554404 0.354494 1.383269 1.6 2.3 -2.2
F -0.078035 -0.346936 2.255880 -1.7 -2.2 1.8
N 1.344124 -0.614838 0.492969 1.0 1.5 -1.5
C 1.920312 -1.832293 0.820188 -1.2 0.2 -1.7
C 2.570554 -2.297967 -0.297444 -0.4 2.4 1.1
N 2.503333 -1.284167 -1.254975 -1.9 0.2 4.4
C 1.830681 -0.254091 -0.734645 -2.1 -1.1 0.7
C 1.592480 1.160415 2.187933 -0.2 0.1 -2.1
F 1.012238 1.890513 3.086334 -0.4 0.1 1.4
F 2.176815 2.030834 1.339081 0.8 -0.5 0.0
F 2.451776 0.283992 2.685687 0.7 0.5 0.7
H -3.912247 0.203319 -2.523441 -1.0 1.0 -2.1
H -4.126993 -0.571301 -1.098916 0.1 -0.2 0.5
H -2.886956 -1.155702 -2.151266 0.5 0.0 -0.2
H -3.101136 1.592375 -0.770957 0.0 -0.1 1.0
H -2.025917 1.388703 -1.964930 1.0 0.0 -0.5
H -1.871803 -0.279779 0.568149 -0.7 -1.5 1.0
H -0.757247 -0.335511 -0.778164 1.3 -1.6 -0.9
H -0.052398 1.956308 -0.230006 0.2 -0.8 1.8
H -0.920220 1.898477 1.379732 -0.2 -0.1 -0.1
H 1.582911 -2.342217 1.681564 0.3 -0.4 0.9
H 3.314728 -3.011520 -0.234176 1.0 -1.7 -0.7
H 3.035027 -1.066964 -2.004594 2.2 -0.2 -3.2
H 1.414953 0.530716 -1.357886 0.5 0.3 0.4



# 7
25
Properties=species:S:1:pos:R:3:forces:R:3 method="wB97M-V/def2-TZVPD" homo_lumo_gap_ev=9.0703 total_charge=0 e_above_lowest_kcal_mol=178.9
C 1.770295 1.227765 1.198819 -2.0 2.9 0.6
C 1.293709 -0.258777 1.125677 -0.7 2.1 5.2
C 2.759243 -0.653610 -0.879028 0.5 -0.5 0.7
C 0.355481 -0.348395 -1.115467 1.3 0.7 -0.4
C -1.055529 -0.361922 -0.571530 -2.8 1.0 -0.2
C -1.829899 -1.483931 -0.075043 4.8 -2.7 -3.1
C -3.679296 -0.340687 0.410859 2.0 2.0 0.3
C -3.082686 0.960430 0.209644 -0.4 -2.7 -1.8
C -1.892020 0.786794 -0.676418 -0.4 -0.5 5.1
H 0.957621 1.920688 0.607198 2.0 -1.7 1.2
H 1.893660 1.828479 2.195052 -0.6 -1.7 -1.3
H 2.728341 1.400849 0.729548 0.1 -0.2 -0.4
H 0.181105 -0.280225 1.525228 2.1 -0.2 -1.1
H 1.827333 -0.984313 1.773718 0.0 1.0 0.5
H 2.843649 -1.977045 -1.125060 0.8 4.6 -0.1
H 3.923479 -0.099667 -0.002406 -3.6 -2.0 -2.8
H 2.526265 0.313860 -1.940348 1.2 -3.2 3.1
H 0.648792 0.663501 -1.633095 -0.8 -1.1 1.5
H 0.390271 -0.943776 -2.034298 0.2 -0.7 0.5
H -1.380101 -2.554124 -0.260273 -0.2 2.1 0.8
H -4.620281 -0.398245 0.852096 -1.6 -0.1 0.7
H -3.589179 1.975798 0.561955 1.3 -2.4 -1.3
N 1.463365 -0.773166 -0.102097 -1.4 -0.5 -7.0
N -3.051375 -1.550527 0.243351 -2.9 2.1 1.0
F -1.382252 1.930257 -1.018083 1.1 1.7 -1.5



# 8
37
Properties=species:S:1:pos:R:3:forces:R:3 method="wB97M-V/def2-TZVPD" homo_lumo_gap_ev=2.2742 total_charge=0 e_above_lowest_kcal_mol=0.0
C 1.088949 -2.183331 1.302879 0.2 0.3 -0.4
C 1.675329 -0.804340 1.467889 -0.4 -1.4 0.1
O 1.391283 -0.095336 2.373833 0.0 0.8 0.1
O 2.615276 -0.464513 0.507351 -0.5 0.2 0.3
C 2.196877 0.325039 -0.498940 0.9 0.2 -0.1
O 2.788012 1.295990 -0.816650 0.4 0.6 -0.4
C 0.969363 -0.107283 -1.280399 -0.5 -0.4 0.4
C -0.345971 0.387367 -0.767876 0.6 -0.5 -0.3
N -1.407229 -0.401280 -0.880103 -0.8 0.5 0.4
C -2.540545 0.215200 -0.380932 0.0 0.5 0.2
C -3.883469 -0.452525 -0.399239 0.3 -0.6 -0.7
O -4.059812 -1.375075 0.665538 -0.5 0.4 0.1
N -3.199351 -2.521379 0.420834 0.4 -0.4 -0.3
O -3.791008 -3.400583 -0.035081 -0.1 0.0 0.3
C -2.151811 1.435822 0.070292 0.2 0.3 -0.1
P -3.342139 2.585411 0.856481 -1.2 0.0 0.4
O -4.723745 2.292597 0.436249 0.0 -0.3 -0.3
N -0.759928 1.543835 -0.203552 -1.0 -0.6 0.4
S 0.253289 2.883746 0.098464 2.3 0.5 -0.8
O 0.677989 3.334736 -1.160880 -0.5 0.1 -0.3
O 1.143590 2.601462 1.137893 -0.5 -0.3 0.6
F -0.808735 3.862917 0.622277 -0.5 -0.2 0.2
H 1.129360 -2.481287 0.259575 0.1 -0.3 0.0
H 1.700555 -2.876354 1.873557 0.1 -0.1 0.0
H 0.074462 -2.200803 1.687617 -0.1 0.0 0.1
H 1.050482 0.153064 -2.332733 0.3 0.3 0.0
H 0.912168 -1.193059 -1.227282 0.0 -0.1 -0.2
H -1.431380 -1.326261 -1.283130 0.4 -0.1 0.0
H -3.964223 -0.987776 -1.352756 0.0 0.0 -0.1
H -4.691047 0.264152 -0.397999 0.0 0.2 0.4
H -2.998219 3.914878 0.591425 0.4 -0.2 0.1
H -3.192129 2.343322 2.234999 0.6 0.3 -0.1
C 5.512222 -1.345291 -0.720732 0.1 0.7 0.1
O 4.688671 -2.383650 -0.969301 -0.3 0.1 0.0
H 5.484494 -0.505891 -1.473327 -0.1 -0.1 -0.1
H 5.325635 -0.786651 0.237809 -0.1 -0.1 0.1
H 6.612736 -1.546869 -0.664052 -0.1 -0.4 0.0